The following is a DFT calculation (ωB97M-V/def2-TZVPD) of a molecular structure, C13H11FeN2O3.

As for the HOMO energy (spin up / spin down): -8.802 / -10.615 eV. Its energy relative to the best compared isomer or geometry (same formula, charge and spin) is 0.0 kJ/mol. The expectation value of S² is 6.159. The net charge is +1. As for the spin multiplicity: 5.

Structure (XYZ):
```
30
Properties=species:S:1:pos:R:3:forces:R:3:mulliken_charge:R:1
O 2.91392 2.59220 0.43441 -1.741 -1.229 -0.293 -0.38
C 1.96207 1.93461 0.31384 3.758 3.604 0.125 0.28
Fe 0.67826 0.72907 0.38997 -0.118 -0.209 -0.552 0.43
C 1.99257 -0.42407 0.22536 3.759 -3.720 -0.200 0.31
O 2.94194 -1.10578 0.28202 -1.916 1.489 -0.131 -0.39
C 0.88079 0.66666 2.13555 -1.515 -0.413 4.397 0.09
O 0.81228 0.56410 3.29636 0.593 0.210 -2.177 -0.39
C -0.91037 -0.81065 -0.15712 0.106 -1.412 -0.890 -0.12
C -1.88645 -0.01205 0.46178 -1.108 0.785 0.697 -0.17
C -1.90398 1.36089 0.46816 -0.878 -0.771 0.805 -0.46
C -0.88180 2.17671 -0.07644 -0.456 1.708 -0.673 -0.31
C -0.21599 1.93774 -1.29962 -1.138 1.320 0.893 -0.21
C -0.15836 0.74494 -1.99036 0.114 -0.142 -1.900 -0.91
C -0.19984 -0.47671 -1.33059 -1.381 -1.520 0.704 -0.15
H -0.88500 -1.85029 0.21485 0.239 0.674 -0.578 0.09
H -2.65996 -0.52572 1.05604 0.386 0.216 -0.385 0.34
H -2.72016 1.83159 1.04418 0.640 -0.074 -0.293 0.31
H -0.80422 3.18482 0.36261 -0.039 -0.514 -0.518 0.47
H 0.20146 2.81733 -1.77883 0.236 -0.046 0.087 0.47
H 0.15896 0.75859 -3.04237 0.124 -0.009 0.658 0.30
H 0.22596 -1.32862 -1.85264 0.302 0.088 0.115 0.45
N -1.92048 -3.03760 2.12456 0.343 -1.639 -0.728 -0.15
C -2.40109 -2.75810 3.32790 0.746 -1.312 -0.053 -0.11
N -2.17623 -3.81525 4.18499 0.663 -1.420 -0.323 -0.04
C -1.56144 -4.82413 3.46548 -1.267 0.835 2.940 -0.13
C -1.44825 -4.33453 2.17503 -0.647 3.178 -1.776 -0.08
H -2.92956 -1.87447 3.64963 0.093 0.191 -0.133 0.40
H -2.43502 -3.83725 5.16321 0.079 -0.143 0.013 0.24
H -1.26836 -5.78352 3.86953 -0.081 0.132 0.179 0.40
H -1.08302 -4.85873 1.30430 0.106 0.145 -0.008 0.43
```
Forces are in eV/Å.



The following is a DFT calculation (ωB97M-V/def2-TZVPD) of a molecular structure, C13H11IN4O4PdSe.

As for the HOMO energy: -8.425 eV. As for the spin multiplicity: 1.

Structure (XYZ):
```
35
Properties=species:S:1:pos:R:3:forces:R:3:mulliken_charge:R:1
Pd -0.97407 -0.98515 -0.83553 -0.440 -1.600 0.244 0.68
C 3.17193 -1.04065 -1.72943 0.622 0.071 1.197 -0.72
C 3.74373 -1.01725 -0.43673 -0.133 -0.037 -1.565 -0.44
C 2.92793 -1.02805 0.65587 -1.529 0.041 0.709 -0.59
C 1.52103 -1.05155 0.50247 2.123 -0.093 -3.210 0.27
N 0.99573 -1.09305 -0.77803 1.533 0.266 1.423 -0.03
C 1.80253 -1.07915 -1.84203 -0.363 -0.100 -0.134 -0.36
C 0.56683 -1.02095 1.54047 -2.949 0.190 2.237 0.81
C 0.82593 -0.92785 2.92917 0.579 -0.062 -1.578 -0.69
C -0.20437 -0.88185 3.82187 -1.518 -0.126 0.030 -0.41
C -1.53317 -0.98025 3.35487 1.227 0.119 0.495 -0.73
C -1.74567 -1.05845 1.99977 -0.267 -0.030 -0.395 -0.27
N -0.74647 -1.04945 1.11227 1.577 -0.222 1.168 -0.01
H 3.79873 -1.01215 -2.60343 0.015 -0.047 -0.160 0.42
H 4.81753 -0.98925 -0.32233 0.032 0.007 0.024 0.44
H 3.33883 -0.99825 1.65007 0.118 -0.009 0.154 0.35
H 1.30513 -1.11195 -2.80963 -0.003 0.070 0.207 0.53
H 1.84713 -0.88235 3.26717 0.146 0.025 0.076 0.34
H -0.01487 -0.78125 4.88007 0.059 -0.041 0.050 0.44
H -2.35927 -0.99245 4.04657 -0.108 0.031 -0.018 0.41
H -2.74607 -1.13775 1.58277 0.166 0.070 -0.084 0.53
I 0.80693 5.33605 -0.12053 -0.128 -0.252 -0.085 0.07
C -0.12267 3.54885 -0.63123 0.016 0.597 0.086 -0.89
C -1.38437 3.39365 -1.17903 0.217 0.248 0.150 -0.09
N -1.59327 2.08285 -1.31723 0.281 0.258 -0.073 -0.08
N -0.53077 1.39015 -0.90673 0.110 0.145 -0.036 0.42
C 0.37763 2.25635 -0.47603 -0.663 0.074 -0.242 -0.28
H -2.11437 4.12375 -1.46173 -0.157 0.153 -0.073 0.48
H -2.39707 1.56485 -1.79443 0.294 0.106 0.201 0.37
H 1.32043 1.92475 -0.08773 0.229 -0.045 0.085 0.46
O -1.39817 -1.03785 -2.81673 1.279 -0.307 -0.220 -0.56
Se -3.01747 -0.92335 -2.47703 -0.543 0.998 -0.195 1.24
O -3.92957 -1.83395 -3.34103 -1.283 -1.566 -1.266 -0.63
O -2.94927 -1.33545 -0.86853 -0.005 -0.282 1.074 -0.60
O -3.40717 0.62845 -2.50823 -0.536 1.349 -0.274 -0.88
```
Forces are in eV/Å.



The following is a DFT calculation (ωB97M-V/def2-TZVPD) of a single C13H11N5O5 molecule.

As for the HOMO energy: -7.805 eV. Its energy relative to the best compared isomer or geometry (same formula, charge and spin) is 547.7 kJ/mol. As for the spin multiplicity: 1.

Structure (XYZ):
```
34
Properties=species:S:1:pos:R:3:forces:R:3:mulliken_charge:R:1
C 3.41087 -0.30120 2.09764 0.303 0.160 0.228 -1.24
C 2.06197 0.04453 2.72638 0.420 2.413 0.721 0.38
C 0.93978 -1.00116 2.62216 -0.390 -1.427 0.458 -0.07
N -0.35995 -0.39974 2.33167 -0.951 -0.289 -0.498 0.24
C -0.69389 0.89012 2.55790 0.181 0.251 -0.330 -0.12
C -1.90932 1.39710 2.11926 -0.320 -0.277 -0.321 -0.77
C -2.87676 0.52669 1.61836 0.436 0.598 0.207 -0.19
C -2.58937 -0.83412 1.64338 -0.315 -1.245 -0.309 -0.75
C -1.32947 -1.28676 1.94463 0.290 0.746 0.209 0.02
O 1.87450 1.16298 3.28098 0.723 -3.514 -1.407 -0.63
H 3.90331 -1.17810 2.58847 -0.699 0.642 -0.470 0.26
H 3.28771 -0.50448 1.02071 -0.133 -0.192 0.375 0.33
H 4.09495 0.56277 2.16806 -0.504 -0.293 0.179 0.40
H 1.13015 -1.81928 1.85302 -0.036 1.346 0.864 0.53
H 0.03390 1.50754 3.08604 -0.233 -0.344 -0.642 0.73
H -2.05281 2.47147 2.22194 -0.155 -0.348 -0.070 0.41
H -3.82815 0.88146 1.21598 0.284 -0.076 0.349 0.42
H -3.33271 -1.60682 1.40632 0.282 0.575 -0.062 0.43
H -1.01541 -2.33057 1.91870 -0.228 0.281 -0.070 0.36
O 3.43922 -2.80593 3.81078 -1.714 -1.390 -0.075 -0.70
N 2.53461 -3.69454 3.83037 0.265 -1.140 -0.018 0.92
C 1.17867 -3.35066 4.03536 -0.284 0.200 0.130 -0.67
C 0.78682 -1.91598 4.14562 3.331 2.174 -0.505 1.00
C -0.44985 -1.80997 4.91520 -3.430 1.417 -0.955 -0.75
N -1.34693 -0.74999 4.92620 1.099 -3.065 1.756 0.84
O -1.22310 0.45065 4.76289 -0.315 0.321 0.367 -0.75
O -2.58074 -1.23840 5.43226 0.866 -0.120 0.335 -0.25
N -2.52850 -2.64827 5.65734 3.016 1.219 -1.582 -0.56
C -1.24678 -2.95834 5.24792 -2.557 1.531 -0.199 0.93
N -0.94084 -4.19662 4.90279 1.712 -2.451 -0.624 -0.72
C 0.24238 -4.39596 4.30464 -0.319 0.836 0.621 -0.33
O 2.76388 -4.93117 3.71491 0.436 2.140 0.039 -0.68
H 1.60086 -1.23544 4.52440 -0.655 -1.370 0.941 0.48
H 0.54868 -5.42120 4.02550 -0.405 0.690 0.358 0.50
```
Forces are in eV/Å.



The following is a DFT calculation (ωB97M-V/def2-TZVPD) of a single C13H11NOS2 molecule.

As for the HOMO energy: -7.933 eV. Its energy relative to the best compared isomer or geometry (same formula, charge and spin) is 1.7 kJ/mol. As for the spin multiplicity: 1.

Structure (XYZ):
```
28
Properties=species:S:1:pos:R:3:forces:R:3:mulliken_charge:R:1
O -1.99759 -2.28156 -1.09310 -0.436 0.212 -0.079 -0.58
S 0.31031 0.79336 -0.68382 0.657 0.784 0.226 -0.10
C 1.45909 0.71025 4.40790 0.749 0.176 0.484 -0.33
C 1.15071 -0.12708 -4.59408 -1.149 0.191 1.387 -0.67
C 0.04349 -0.94736 -4.86498 0.305 0.147 -0.476 -0.35
C 0.34792 1.55334 4.32053 -0.046 0.023 0.278 -0.50
C 1.65340 -0.29786 3.47141 -1.711 -0.148 -0.901 -0.54
C 1.21318 0.43973 -3.30689 1.384 0.329 -0.141 -0.35
C -0.95651 -1.15556 -3.92525 0.263 0.358 0.738 -0.64
C -0.58011 1.40585 3.30355 0.139 -0.342 -0.445 -0.50
C 0.63292 -0.50901 2.50403 0.503 1.034 0.371 -0.21
C 0.24001 0.21281 -2.34048 -0.490 -0.220 -0.122 0.31
C -0.87018 -0.54727 -2.67327 0.576 0.230 0.722 0.37
C -0.46356 0.36930 2.38475 0.832 -0.877 -0.187 0.47
N -0.91878 -0.22838 -0.02592 0.224 -0.635 -1.186 0.06
S -1.99583 -0.81850 -1.27793 -0.150 -1.070 0.483 0.34
C -1.50554 0.14282 1.29199 0.310 0.174 -0.548 -0.79
H 2.23028 0.85255 5.19273 -0.721 0.025 -0.521 0.32
H 1.91658 0.09454 -5.33000 -0.105 -0.190 0.137 0.39
H -0.04228 -1.43784 -5.83228 0.020 0.089 0.174 0.34
H 0.14946 2.34096 5.04744 0.404 -0.178 -0.093 0.35
H 2.51695 -0.95449 3.45397 -0.059 0.179 0.225 0.39
H 2.10111 1.01612 -2.99783 -0.465 -0.234 -0.359 0.33
H -1.76133 -1.82813 -4.11473 -0.499 -0.318 -0.250 0.41
H -1.38033 2.11190 3.17666 -0.297 0.210 0.186 0.35
H 0.75038 -1.26864 1.75366 0.030 -0.358 -0.124 0.41
H -2.15266 -0.68759 1.60438 0.053 0.180 -0.301 0.37
H -2.09112 1.04572 1.14756 -0.323 0.230 0.320 0.35
```
Forces are in eV/Å.